Computed, not measured: a structure of composition C29H61AsCsN6O4P4, with ωB97M-V/def2-TZVPD.

Relative energy (zero: lowest compared OMol25 entry of this formula, charge and spin) = 0.186 eV
E_HOMO = -0.3635 hartree
LUMO energy = -0.07614 Eh
Gap between HOMO and LUMO = 0.287 Eh
Total charge = +1

CARTESIAN COORDINATES (ANGSTROEM)
Cs 0.682 0.558 0.789
C -3.281 3.151 1.520
P -2.696 2.016 0.190
C -4.262 1.025 0.017
N -5.402 1.672 -0.027
C -6.547 0.958 -0.088
C -7.794 1.630 -0.163
C -8.946 0.907 -0.216
C -8.915 -0.511 -0.189
C -7.731 -1.180 -0.110
C -6.516 -0.452 -0.062
N -5.339 -1.110 0.030
C -4.230 -0.410 0.054
P -2.620 -1.322 0.264
C -3.197 -2.550 1.518
C -2.523 -2.368 -1.300
C -3.722 -3.261 -1.605
C -1.278 -3.247 -1.120
C -2.297 -1.404 -2.465
C -2.704 3.138 -1.326
C -2.335 2.258 -2.522
C -3.991 3.896 -1.645
C -1.580 4.151 -1.074
H -4.209 3.648 1.241
H -2.499 3.877 1.737
H -3.452 2.562 2.423
H -7.797 2.712 -0.179
H -9.899 1.417 -0.277
H -9.844 -1.062 -0.230
H -7.691 -2.261 -0.083
H -4.147 -2.986 1.216
H -3.325 -2.034 2.470
H -2.440 -3.321 1.651
H -3.924 -3.967 -0.800
H -3.501 -3.840 -2.507
H -4.628 -2.686 -1.785
H -1.439 -3.995 -0.341
H -0.395 -2.662 -0.851
H -1.065 -3.782 -2.049
H -3.185 -0.792 -2.638
H -2.096 -1.965 -3.382
H -1.449 -0.739 -2.277
H -3.115 1.514 -2.706
H -1.388 1.737 -2.360
H -2.238 2.869 -3.423
H -4.796 3.233 -1.952
H -3.783 4.586 -2.470
H -4.343 4.486 -0.800
H -0.665 3.663 -0.725
H -1.878 4.885 -0.323
H -1.360 4.696 -1.998
C 5.009 -1.869 3.150
N 4.293 -0.745 2.567
C 3.113 -0.329 3.314
P 4.411 -0.480 0.948
O 3.549 0.635 0.505
O 4.130 -1.884 0.180
P 2.693 -2.594 -0.028
O 1.605 -1.916 0.712
N 2.416 -2.620 -1.647
C 1.938 -1.403 -2.293
C 3.282 -3.424 -2.501
N 2.996 -4.118 0.486
C 4.299 -4.754 0.587
C 1.858 -5.029 0.533
N 6.005 -0.317 0.592
C 6.885 -1.309 -0.004
C 6.695 0.806 1.209
H 5.286 -1.626 4.177
H 5.922 -2.066 2.588
H 4.399 -2.779 3.158
H 3.392 -0.156 4.355
H 2.320 -1.084 3.293
H 2.730 0.606 2.912
H 1.219 -0.892 -1.656
H 1.446 -1.663 -3.231
H 2.754 -0.705 -2.513
H 3.526 -4.365 -2.013
H 4.213 -2.904 -2.753
H 2.754 -3.650 -3.428
H 5.091 -4.013 0.535
H 4.449 -5.489 -0.211
H 4.376 -5.277 1.544
H 0.929 -4.463 0.539
H 1.908 -5.623 1.447
H 1.854 -5.707 -0.326
H 6.315 -2.064 -0.535
H 7.511 -1.797 0.751
H 7.547 -0.817 -0.719
H 5.976 1.536 1.577
H 7.335 1.296 0.473
H 7.317 0.480 2.050
C 3.642 4.029 1.776
As 1.928 4.364 0.983
C 2.265 4.737 -0.870
C 1.222 5.975 1.748
O 0.905 3.088 1.194
H 4.280 4.910 1.734
H 4.096 3.203 1.228
H 3.490 3.728 2.811
H 2.947 5.578 -0.979
H 1.319 4.964 -1.360
H 2.699 3.846 -1.322
H 1.908 6.808 1.606
H 1.059 5.808 2.811
H 0.272 6.196 1.264

Löwdin population analysis, charges in e, atoms 1 to 2: atom 1 (Cs): 1.131, atom 2 (C): -0.261